Entry from the Open Molecules 2025 dataset: a cluster of 2 separate species, C5H4F3NS2 in total (ωB97M-V/def2-TZVPD).

CARTESIAN COORDINATES (ANGSTROEM)
S  -2.20  -0.18  -1.36
S  2.47  -1.91  -0.09
F  2.28  0.60  -1.59
F  4.17  0.71  -0.55
F  2.48  1.88  0.12
N  -0.11  0.28  0.03
C  -2.07  1.33  -0.54
C  2.50  -0.42  0.62
C  -0.66  -0.61  -0.71
C  -0.90  1.39  0.14
C  2.83  0.67  -0.35
H  -2.85  2.06  -0.61
H  2.25  -2.60  1.06
H  -0.55  2.21  0.73
H  -0.22  -1.57  -0.93

The maximum force comes out at 0.9 eV/Å. The calculated total energy is -1343.5619 hartree. The calculation puts the HOMO energy at -9.232 eV. The LUMO energy is -0.01867 Eh.

Atom charges from the natural (NBO) analysis, given in e for atoms 1 to 5:
1. S 0.412
2. S 0.233
3. F -0.339
4. F -0.323
5. F -0.318

=====

Entry from the Open Molecules 2025 dataset: an isolated molecule of C5H4FNO at a distorted geometry (ωB97M-V/def2-TZVPD).

CARTESIAN COORDINATES (ANGSTROEM)
F  1.65  -0.71  1.47
O  1.61  0.73  -0.98
N  -2.84  -0.88  -0.11
C  -0.48  -1.32  0.91
C  -1.79  -1.02  0.34
C  0.54  -0.45  0.85
C  0.25  1.08  -1.24
C  0.69  0.85  0.13
H  -0.44  0.36  -1.58
H  0.18  2.08  -1.77
H  -0.26  -2.40  1.16
H  0.88  1.68  0.82

The maximum force comes out at 1.7 eV/Å. As for the SMILES: N#C/C=C(/F)[C@@H]1CO1. The calculated total energy is -422.6916 hartree. The calculation puts the HOMO energy at -10.466 eV. The LUMO energy is 0.00946 Eh.

Atom charges from the natural (NBO) analysis, given in e for atoms 1 to 5:
1. F -0.291
2. O -0.460
3. N -0.307
4. C -0.415
5. C 0.253

=====

Entry from the Open Molecules 2025 dataset: a structure of composition C5H4FNO at a distorted geometry (ωB97M-V/def2-TZVPD).

CARTESIAN COORDINATES (ANGSTROEM)
F  -1.74  -0.19  0.23
O  2.27  -1.88  0.53
N  -0.40  -3.54  0.61
C  1.18  -1.47  0.35
C  -0.54  0.44  -0.13
C  -0.74  1.88  -0.43
C  0.12  -2.47  0.53
C  0.72  -0.13  0.01
H  1.67  0.48  -0.29
H  -0.67  2.44  0.73
H  0.18  2.30  -1.30
H  -2.05  2.15  -0.84

The maximum force comes out at 5.9 eV/Å. The calculated total energy is -422.6371 hartree. The calculation puts the HOMO energy at -10.660 eV. The LUMO energy is -0.03784 Eh.

Atom charges from the natural (NBO) analysis, given in e for atoms 1 to 5:
1. F -0.323
2. O -0.448
3. N -0.239
4. C 0.452
5. C 0.478

=====

Entry from the Open Molecules 2025 dataset: a structure of composition C5H4HgLiO6 at a distorted geometry (ωB97M-V/def2-TZVPD).

CARTESIAN COORDINATES (ANGSTROEM)
Hg  0.82  -0.83  0.28
O  -0.45  3.97  2.89
O  -0.36  5.89  4.00
O  0.58  -2.59  -0.47
O  1.48  5.13  3.04
O  0.82  0.29  1.71
O  0.39  -4.79  -1.15
C  0.46  -3.70  -0.80
C  0.20  3.10  1.98
C  0.27  5.03  3.34
C  0.43  1.24  2.38
C  1.27  2.11  3.16
Li  1.40  6.75  4.19
H  0.89  2.32  4.17
H  -0.59  2.91  1.24
H  2.34  1.94  3.00
H  0.87  3.61  1.28

Its expectation value of S² is 0.75. The maximum force comes out at 5.3 eV/Å. The calculated total energy is -804.5082 hartree. The net charge is +2. The calculation puts the HOMO energy (spin up / spin down) at -15.567 / -15.578 eV. The LUMO energy (spin up / spin down) is -0.36092 / -0.36022 Eh. As for the spin multiplicity: 2.

Atom charges from the natural (NBO) analysis, given in e for atoms 1 to 5:
1. Hg 1.643
2. O -0.487
3. O -0.746
4. O -0.740
5. O -0.831

=====

Entry from the Open Molecules 2025 dataset: an isolated molecule of C5H4N2 (ωB97M-V/def2-TZVPD).

CARTESIAN COORDINATES (ANGSTROEM)
N  0.05  -1.37  -1.13
N  -0.86  -0.86  -0.30
C  -0.32  -0.20  0.76
C  -0.87  1.12  0.88
C  -1.10  2.05  0.15
C  1.21  -1.12  -0.53
C  1.04  -0.45  0.69
H  1.80  -0.06  1.36
H  -1.04  2.63  -0.75
H  -1.81  -0.71  -0.62
H  2.13  -1.32  -1.05

The maximum force comes out at 0.9 eV/Å. As for the SMILES: C#Cc1ccn[nH]1. The calculated total energy is -302.2945 hartree. The calculation puts the HOMO energy at -8.852 eV. The LUMO energy is 0.02539 Eh.

Atom charges from the natural (NBO) analysis, given in e for atoms 1 to 5:
1. N -0.238
2. N -0.304
3. C 0.042
4. C -0.053
5. C -0.194

=====

Entry from the Open Molecules 2025 dataset: an isolated molecule of C5H4N2 at a distorted geometry (ωB97M-V/def2-TZVPD).

CARTESIAN COORDINATES (ANGSTROEM)
N  -0.52  -1.17  -0.03
N  -1.71  2.07  -0.13
C  2.32  0.60  0.85
C  0.04  0.14  -0.46
C  1.29  0.42  0.26
C  -0.94  1.22  -0.26
C  -1.76  -1.60  0.01
H  0.21  -1.81  0.26
H  -2.40  -0.76  -0.32
H  0.25  0.09  -1.54
H  3.23  0.77  1.38

The maximum force comes out at 1.1 eV/Å. The calculated total energy is -302.2608 hartree. The calculation puts the HOMO energy at -8.909 eV. The LUMO energy is 0.02035 Eh.

Atom charges from the natural (NBO) analysis, given in e for atoms 1 to 5:
1. N -0.549
2. N -0.261
3. C -0.146
4. C -0.236
5. C -0.055

=====

Entry from the Open Molecules 2025 dataset: a structure of composition C5H4N2 at a distorted geometry (ωB97M-V/def2-TZVPD).

CARTESIAN COORDINATES (ANGSTROEM)
N  1.62  -1.31  0.25
N  -2.91  -0.26  0.26
C  1.52  -0.12  0.44
C  0.43  0.88  0.64
C  -0.53  0.23  -0.28
C  -1.83  0.00  0.07
C  0.48  -1.41  -0.52
H  0.74  -1.45  -1.62
H  0.77  1.90  0.38
H  0.11  0.95  1.71
H  -0.40  0.58  -1.34

The maximum force comes out at 5.2 eV/Å. The calculated total energy is -302.2006 hartree. The calculation puts the HOMO energy (spin up / spin down) at -8.425 / -8.579 eV. The LUMO energy (spin up / spin down) is -0.01612 / -0.01178 Eh.

Atom charges from the natural (NBO) analysis, given in e for atoms 1 to 5:
1. N -0.393
2. N -0.285
3. C 0.379
4. C -0.503
5. C -0.378

=====

Entry from the Open Molecules 2025 dataset: a structure of composition C5H4N2 at a distorted geometry (ωB97M-V/def2-TZVPD).

CARTESIAN COORDINATES (ANGSTROEM)
N  -0.95  1.21  0.15
N  -0.15  0.66  1.06
C  2.79  -0.30  -0.06
C  -1.40  0.18  -0.58
C  -0.76  -1.02  -0.24
C  1.53  -0.39  0.16
C  0.20  -0.62  0.70
H  0.54  1.25  1.51
H  -0.81  -1.97  -0.75
H  -2.13  0.35  -1.35
H  1.14  0.66  -0.60

The maximum force comes out at 3.4 eV/Å. The calculated total energy is -302.1721 hartree. The calculation puts the HOMO energy at -9.550 eV. The LUMO energy is -0.02631 Eh.

Atom charges from the natural (NBO) analysis, given in e for atoms 1 to 5:
1. N -0.222
2. N -0.290
3. C 0.194
4. C -0.077
5. C -0.219

=====

Entry from the Open Molecules 2025 dataset: an isolated molecule of C5H4N2O at a distorted geometry (ωB97M-V/def2-TZVPD).

CARTESIAN COORDINATES (ANGSTROEM)
O  -0.20  -1.73  -0.36
N  0.02  1.55  0.73
N  0.56  0.78  2.02
C  0.75  -0.44  1.82
C  0.32  -0.71  0.27
C  -0.44  0.69  -1.60
C  -0.87  -0.37  -2.28
C  0.11  0.62  -0.19
H  -1.13  -1.38  -1.55
H  1.31  -1.14  2.31
H  -1.16  -0.43  -3.25
H  -0.68  1.67  -1.93

The maximum force comes out at 7.9 eV/Å. As for the SMILES: C=CC1=NN=CC1=O. The calculated total energy is -377.4694 hartree. The calculation puts the HOMO energy at -9.421 eV. The LUMO energy is -0.07527 Eh.

Atom charges from the natural (NBO) analysis, given in e for atoms 1 to 5:
1. O -0.490
2. N -0.155
3. N -0.203
4. C -0.019
5. C 0.488

=====

Entry from the Open Molecules 2025 dataset: an isolated molecule of C5H4N2O at a distorted geometry (ωB97M-V/def2-TZVPD).

CARTESIAN COORDINATES (ANGSTROEM)
O  -0.84  1.89  -0.32
N  -2.60  -1.34  -0.38
N  3.13  -0.72  -0.18
C  -1.67  -0.88  0.13
C  1.99  -0.48  -0.11
C  0.00  1.08  0.45
C  -0.48  -0.30  0.70
C  0.60  -0.05  -0.22
H  0.27  -0.24  -1.24
H  -0.20  -0.73  1.67
H  0.54  1.58  1.28
H  -0.27  2.42  -0.90

The maximum force comes out at 4.2 eV/Å. As for the SMILES: N#C[C@@H]1C(O)[C@H]1C#N. The calculated total energy is -377.6080 hartree. The calculation puts the HOMO energy at -11.222 eV. The LUMO energy is 0.01202 Eh.

Atom charges from the natural (NBO) analysis, given in e for atoms 1 to 5:
1. O -0.677
2. N -0.282
3. N -0.289
4. C 0.279
5. C 0.276

=====

Entry from the Open Molecules 2025 dataset: an isolated molecule of C5H4N2O2 at a distorted geometry (ωB97M-V/def2-TZVPD).

CARTESIAN COORDINATES (ANGSTROEM)
O  -2.50  -1.10  0.38
O  -2.24  1.13  -0.17
N  1.91  -1.12  -0.19
N  0.32  1.14  -0.01
C  1.60  1.15  0.29
C  -0.18  -0.12  -0.02
C  -1.76  -0.17  -0.13
C  0.67  -1.18  -0.22
C  2.58  0.03  0.19
H  -1.35  1.53  -0.76
H  3.60  0.13  -0.16
H  0.37  -2.27  -0.23
H  2.28  1.96  0.20

The maximum force comes out at 8.0 eV/Å. As for the SMILES: O=C(O)c1cnccn1. The calculated total energy is -452.8103 hartree. The calculation puts the HOMO energy at -9.893 eV. The LUMO energy is -0.04296 Eh.

Atom charges from the natural (NBO) analysis, given in e for atoms 1 to 5:
1. O -0.545
2. O -0.642
3. N -0.372
4. N -0.414
5. C 0.030

=====

Entry from the Open Molecules 2025 dataset: a structure of composition C5H4N2O2 at a distorted geometry (ωB97M-V/def2-TZVPD).

CARTESIAN COORDINATES (ANGSTROEM)
O  -0.31  2.52  1.51
O  1.56  -1.81  -0.58
N  -1.06  -1.37  -0.99
N  -1.70  -0.41  -0.47
C  1.90  -0.69  0.23
C  0.36  -1.04  -0.98
C  0.65  0.22  -0.53
C  -1.12  1.70  0.85
C  -0.77  0.57  0.27
H  3.54  -0.79  0.21
H  1.31  -1.23  1.34
H  -2.07  2.13  0.74
H  0.52  2.04  1.43

The maximum force comes out at 6.5 eV/Å. The calculated total energy is -452.5512 hartree. The calculation puts the HOMO energy at -9.710 eV. The LUMO energy is -0.04668 Eh.

Atom charges from the natural (NBO) analysis, given in e for atoms 1 to 5:
1. O -0.599
2. O -0.504
3. N -0.180
4. N -0.072
5. C -0.082